21
Properties=species:S:1:pos:R:3 method="wB97M-V/def2-TZVPD" e_homo_ev="3.96 / -1.59" lumo_energy_ev="6.400 / 6.274" largest_force_ev_per_a=1.2 relative_energy_kcal_mol=6.55 spin_multiplicity=2 charge=-2
C 1.103 -0.412 -1.977
C 2.112 0.036 -0.935
C 0.315 0.745 -2.633
H 1.510 -1.088 -2.739
H 0.341 -1.049 -1.535
H 1.673 0.761 -0.256
H 0.116 1.531 -1.908
H 0.793 1.061 -3.569
H 2.970 0.527 -1.410
H 2.458 -0.766 -0.276
H -0.650 0.341 -2.969
C -0.955 -0.343 1.608
C -2.327 -0.771 2.101
C -0.272 0.804 2.381
O -1.033 1.574 3.030
O 0.971 0.894 2.232
H -0.247 -1.177 1.622
H -0.840 -0.114 0.542
H -3.147 -0.270 1.587
H -2.415 -0.438 3.132
H -2.475 -1.844 1.971


23
Properties=species:S:1:pos:R:3 method="wB97M-V/def2-TZVPD" e_homo_ev=-16.64 lumo_energy_ev=-8.973 largest_force_ev_per_a=2.2 relative_energy_kcal_mol=10.77 spin_multiplicity=1 charge=+2
C -2.845 0.086 1.555
O -1.465 -0.085 1.293
C -0.990 -1.467 1.223
C 0.485 -1.395 0.925
O 0.690 -1.641 -0.476
C 1.837 -1.057 -1.022
C 1.552 0.291 -1.648
O 1.310 1.281 -0.654
C 0.707 2.455 -1.170
H -3.036 1.159 1.657
H -3.438 -0.318 0.722
H -3.124 -0.431 2.486
H -1.573 -1.975 0.438
H -1.199 -1.941 2.194
H 1.029 -2.164 1.495
H 2.220 -1.712 -1.822
H 2.639 -0.967 -0.266
H 0.676 0.216 -2.315
H 2.425 0.606 -2.243
H 0.666 3.190 -0.359
H 1.319 2.854 -1.992
H -0.319 2.239 -1.504
Y 0.435 0.773 1.484


25
Properties=species:S:1:pos:R:3 method="wB97M-V/def2-TZVPD" e_homo_ev="-6.45 / -8.73" lumo_energy_ev="-0.241 / -0.285" largest_force_ev_per_a=7.3 spin_multiplicity=2
O 1.703 0.990 -1.317
C 0.453 0.668 -0.899
C 0.378 -0.686 -0.236
O 1.160 -1.600 -1.026
C 1.655 -2.785 -0.403
C 2.848 -3.244 -1.243
O 3.730 -2.198 -1.493
Sr 3.010 -0.394 -1.789
H -0.323 0.802 -1.673
H -0.659 -1.045 -0.155
H 0.809 -0.672 0.784
H 0.864 -3.549 -0.351
H 1.981 -2.537 0.622
H 2.456 -3.679 -2.186
H 3.332 -4.075 -0.694
H -0.847 1.762 -0.195
O -1.538 3.836 0.940
C -3.145 1.801 2.067
O -3.106 2.142 0.697
C -1.928 2.702 0.239
H -4.014 1.151 2.219
H -2.228 1.264 2.363
H -3.259 2.693 2.704
H -2.160 3.049 -0.776
H -1.173 3.605 1.800


27
Properties=species:S:1:pos:R:3 method="wB97M-V/def2-TZVPD" e_homo_ev=-0.61 lumo_energy_ev=5.505 largest_force_ev_per_a=5.1 relative_energy_kcal_mol=48.10 spin_multiplicity=1 charge=-2
C -0.698 -2.104 -0.058
C 3.309 1.150 1.272
C -1.110 1.091 -0.458
C -0.960 -1.413 -1.409
C 3.300 -0.195 0.529
C -0.459 0.041 -1.372
O -5.215 1.342 -0.273
O -4.449 1.529 2.135
O -4.813 -0.791 1.083
O 2.122 -0.258 -2.128
O 1.567 1.785 -0.932
O 1.915 -0.534 0.449
P -4.800 0.691 0.962
S 1.267 0.350 -1.110
H -1.506 -1.642 0.571
H -0.970 -3.136 -0.192
H 0.260 -1.928 0.414
H 2.672 1.142 2.178
H 4.392 1.285 1.586
H 3.060 1.867 0.611
H -0.906 0.924 0.591
H -2.128 0.974 -0.427
H -0.888 2.101 -0.695
H -2.093 -1.290 -1.830
H -0.273 -1.805 -2.171
H 3.739 -1.057 1.129
H 3.663 -0.118 -0.454


20
Properties=species:S:1:pos:R:3 method="wB97M-V/def2-TZVPD" e_homo_ev="-7.60 / -7.95" lumo_energy_ev="-0.417 / 0.579" largest_force_ev_per_a=0.9 relative_energy_kcal_mol=81.16 spin_multiplicity=1
C 1.033 0.922 1.310
C 1.221 1.008 -0.200
C 0.487 -0.103 0.413
C 2.586 0.816 -0.824
C 0.561 -1.568 0.398
C -3.458 -0.686 -0.230
P -2.650 0.969 0.013
H 1.882 0.668 1.936
H 0.372 1.639 1.772
H 0.642 1.781 -0.691
H 2.495 0.435 -1.840
H 3.182 0.118 -0.241
H 3.110 1.770 -0.863
H 1.590 -1.905 0.572
H 0.233 -1.971 -0.559
H -0.060 -1.982 1.193
H -2.777 -1.370 -0.729
H -4.364 -0.582 -0.826
H -3.727 -1.094 0.743
H -2.357 1.135 -1.348


20
Properties=species:S:1:pos:R:3 method="wB97M-V/def2-TZVPD" e_homo_ev=-8.81 lumo_energy_ev=1.182 largest_force_ev_per_a=0.2 relative_energy_kcal_mol=36.30 spin_multiplicity=1
C 2.552 -0.028 -0.486
C 1.169 -0.604 -0.638
C 0.015 0.051 -0.477
C -0.049 1.514 -0.125
C -1.308 -0.641 -0.732
C -2.329 -0.476 0.396
H 2.626 0.651 0.370
H 3.295 -0.817 -0.342
H 2.852 0.534 -1.380
H 1.118 -1.647 -0.951
H -0.734 1.709 0.708
H 0.929 1.923 0.141
H -0.428 2.091 -0.979
H -1.127 -1.708 -0.906
H -1.742 -0.248 -1.664
H -2.589 0.577 0.544
H -3.254 -1.023 0.179
H -1.920 -0.853 1.340
H 0.777 -0.704 2.432
H 0.168 -0.363 2.692


20
Properties=species:S:1:pos:R:3 method="wB97M-V/def2-TZVPD" e_homo_ev=-10.67 lumo_energy_ev=1.150 smiles=CCCC(C)C largest_force_ev_per_a=3.2 relative_energy_kcal_mol=20.99 spin_multiplicity=1
C 1.078 0.301 -2.033
C 1.003 -0.916 -1.117
C -0.204 -0.901 -0.201
C -0.515 0.387 0.630
C -1.955 0.297 1.087
C 0.532 0.688 1.658
H 1.875 0.998 -1.764
H 1.376 0.023 -3.048
H 0.201 0.976 -2.074
H 1.885 -1.183 -0.573
H 0.977 -1.806 -1.757
H -0.133 -1.787 0.474
H -1.153 -1.188 -0.693
H -0.524 1.248 -0.084
H -2.183 0.922 1.941
H -2.077 -0.709 1.447
H -2.577 0.663 0.250
H 1.520 0.643 1.166
H 0.404 1.564 2.297
H 0.470 -0.221 2.394


20
Properties=species:S:1:pos:R:3 method="wB97M-V/def2-TZVPD" e_homo_ev=-9.70 lumo_energy_ev=1.253 smiles="C=CC.CCC" largest_force_ev_per_a=2.1 relative_energy_kcal_mol=35.92 spin_multiplicity=1
C -2.673 3.023 2.309
C -3.617 3.426 1.487
C -3.276 4.356 0.322
H -2.811 2.401 3.187
H -1.647 3.360 2.204
H -4.617 3.021 1.369
H -2.605 3.874 -0.386
H -4.140 4.740 -0.214
H -2.819 5.251 0.755
C 2.808 -2.095 -1.571
C 3.485 -3.461 -1.363
C 2.565 -4.490 -0.752
H 3.394 -1.219 -1.361
H 1.968 -2.063 -0.870
H 2.335 -2.067 -2.543
H 4.382 -3.322 -0.766
H 3.904 -3.829 -2.304
H 1.562 -4.431 -1.175
H 2.953 -5.503 -0.890
H 2.452 -4.399 0.331


20
Properties=species:S:1:pos:R:3 method="wB97M-V/def2-TZVPD" e_homo_ev=-6.37 lumo_energy_ev=-1.771 largest_force_ev_per_a=4.2 relative_energy_kcal_mol=194.34 spin_multiplicity=1
C -0.058 1.673 1.426
C 0.085 0.209 1.716
C 0.485 -0.601 0.511
C -0.631 -1.351 -0.253
C -0.326 -1.401 -1.785
C 0.000 0.048 -2.183
H -0.717 2.181 2.117
H 0.996 2.092 1.617
H -0.393 1.884 0.354
H 0.844 -0.034 2.509
H -0.800 -0.291 2.135
H 1.429 -1.042 0.758
H 1.684 2.618 2.040
H -1.489 -0.712 -0.159
H -0.895 -2.422 0.068
H 0.533 -1.993 -1.919
H -1.182 -1.706 -2.382
H 0.540 0.219 -1.170
H -0.851 0.552 -2.489
H 0.747 0.078 -2.911


33
Properties=species:S:1:pos:R:3 method="wB97M-V/def2-TZVPD" e_homo_ev="5.23 / 2.36" lumo_energy_ev="7.157 / 7.063" largest_force_ev_per_a=6.4 spin_multiplicity=3 charge=-3
Ag -1.246 0.184 -0.695
C 1.045 -2.106 -0.219
O 1.577 -0.783 -0.326
O -0.366 -1.967 -0.103
C 1.528 -3.262 -1.242
F 2.838 -3.190 -1.559
F 1.284 -4.474 -0.712
F 0.857 -3.191 -2.414
C 2.902 -0.562 0.265
C 3.022 0.969 0.415
H 4.086 1.165 0.547
H 2.748 1.538 -0.474
H 2.511 1.256 1.334
H 3.608 -0.953 -0.467
H 3.162 -1.045 1.207
H 1.465 -2.454 0.724
P -1.523 1.406 -2.832
O -2.472 0.230 -2.561
O -0.281 0.586 -2.627
O -1.365 2.306 -1.529
O -1.178 1.965 -4.270
C -0.066 2.350 1.390
O -0.726 1.121 1.393
H 0.786 2.618 2.014
H 0.234 2.604 0.373
H -0.791 3.118 1.660
H -0.417 0.818 2.249
C -3.898 -0.026 1.773
O -3.165 -0.086 0.508
H -4.916 0.302 1.561
H -3.901 -1.037 2.181
H -3.412 0.617 2.507
H -3.929 -0.018 -0.069


26
Properties=species:S:1:pos:R:3 method="wB97M-V/def2-TZVPD" e_homo_ev=-12.08 lumo_energy_ev=-6.004 largest_force_ev_per_a=3.5 spin_multiplicity=1 charge=+1
N -0.089 4.420 -0.269
C 0.126 3.002 -0.017
C 0.067 2.197 -1.299
C 0.765 0.825 -1.148
C -0.155 -0.303 -1.446
O -0.528 -0.677 -2.526
O -0.706 -0.950 -0.285
C 0.169 -1.868 0.344
O 0.833 -1.307 1.420
C -0.681 -3.111 0.754
N 0.089 -4.225 1.207
H -1.013 4.713 -0.012
H 0.551 4.969 0.274
H 1.097 2.880 0.439
H -0.594 2.594 0.689
H 0.580 2.748 -2.066
H -0.957 2.069 -1.612
H 1.143 0.716 -0.143
H 1.614 0.768 -1.807
H 0.935 -2.257 -0.307
H 0.244 -1.061 2.130
H -1.275 -3.386 -0.105
H -1.380 -2.824 1.635
H 0.635 -3.969 2.018
H 0.752 -4.476 0.487
Ag -2.222 -1.488 1.643